Record 1
Molecular formula: C3H2EuO2
Method: DFT, wB97M-V/def2-TZVPD

Computed properties:
Charge = +2
ΔE to the lowest compared entry with this formula, charge and spin = 184.51 kJ/mol
<S²> = 15.759
Multiplicity = 8
E_HOMO (alpha / beta) = -16.875 / -16.877 eV
Orbital gap (alpha / beta) = 6.73 / 6.98 eV

```
8
Properties=species:S:1:pos:R:3:mulliken_charge:R:1
O 0.786 -0.400 -0.906 -0.20
O -0.797 0.412 0.271 -0.28
C 1.272 -0.524 0.346 -0.30
C 0.222 -0.051 1.182 0.02
C -0.483 0.072 -0.914 0.08
H -0.177 -0.701 1.968 0.43
Eu -2.047 0.460 -3.309 1.92
H 1.224 0.731 1.362 0.33
```

***

Record 2
Molecular formula: C6H24F3HfN12O6
Method: DFT, wB97M-V/def2-TZVPD

Computed properties:
Charge = +1
ΔE to the lowest compared entry with this formula, charge and spin = 2787.55 kJ/mol
E_HOMO = -11.514 eV
Orbital gap = 3.47 eV

```
52
Properties=species:S:1:pos:R:3:mulliken_charge:R:1
Hf -0.692 -1.256 -0.222 2.36
F -2.385 -0.695 2.518 -0.53
F 1.111 -3.536 -1.817 -0.51
F -2.944 -3.609 -0.768 -0.45
C 0.484 -4.884 3.734 0.65
O 0.203 -4.317 2.661 -0.62
N -0.314 -5.561 4.439 -0.38
N 1.701 -4.881 4.275 -0.46
H -0.103 -5.549 5.427 0.20
H -1.162 -6.043 4.179 0.21
H 2.421 -4.617 3.618 0.24
H 1.806 -5.626 4.949 0.20
C 3.153 -0.227 3.303 0.59
O 2.301 -0.360 2.428 -0.68
N 4.337 -0.489 3.053 -0.33
N 2.872 0.266 4.466 -0.37
H 5.016 -0.363 3.791 0.17
H 4.642 -1.017 2.248 0.24
H 1.982 0.732 4.565 0.23
H 3.438 0.374 5.295 0.18
C -5.144 1.401 -1.390 0.68
O -4.140 0.747 -1.266 -0.63
N -5.608 1.636 -2.577 -0.40
N -5.941 1.779 -0.427 -0.36
H -5.225 1.005 -3.267 0.22
H -6.377 2.290 -2.611 0.16
H -6.717 2.324 -0.776 0.12
H -6.016 1.531 0.549 0.23
C 3.875 0.321 -2.700 0.63
O 2.904 0.277 -1.895 -0.63
N 4.202 -0.633 -3.545 -0.39
N 4.833 1.155 -2.480 -0.37
H 5.075 -0.703 -4.048 0.17
H 3.728 -1.523 -3.588 0.24
H 4.746 1.836 -1.740 0.22
H 5.635 0.945 -3.057 0.16
C -0.305 3.421 1.503 0.65
O -0.265 2.576 0.620 -0.69
N 0.623 3.948 2.232 -0.30
N -1.465 3.665 2.042 -0.34
H 1.630 3.890 2.269 0.22
H 0.195 4.318 3.069 0.14
H -2.349 3.384 1.644 0.20
H -1.410 4.343 2.789 0.12
C -1.518 0.704 -5.045 0.68
O -1.036 0.082 -4.074 -0.70
N -1.330 1.925 -5.317 -0.31
N -2.401 0.175 -5.835 -0.40
H -1.850 2.289 -6.103 0.14
H -0.902 2.603 -4.703 0.24
H -2.643 -0.805 -5.797 0.23
H -2.670 0.753 -6.618 0.14
```

***

Record 3
Molecular formula: C9H7NO
Method: DFT, wB97M-V/def2-TZVPD

Computed properties:
Charge = 0
ΔE to the lowest compared entry with this formula, charge and spin = 496.57 kJ/mol
SMILES = Oc1cnc2ccccc2c1
E_HOMO = -8.236 eV
Orbital gap = 7.94 eV

```
18
Properties=species:S:1:pos:R:3:mulliken_charge:R:1
O -1.131 -0.431 -3.355 -0.50
C -0.370 -0.309 -2.210 0.26
C 0.885 -0.772 -1.704 0.07
N 1.401 -0.871 -0.608 -0.46
C 0.903 -0.146 0.525 0.14
C 1.296 -0.270 1.792 -0.57
C 0.316 -0.121 2.979 -0.16
C -0.858 0.687 2.781 -0.48
C -0.949 1.306 1.376 -0.73
C -0.296 0.630 0.291 0.91
C -0.757 0.588 -1.162 -0.53
H -0.546 -0.895 -4.050 0.34
H 1.280 -1.647 -2.461 0.16
H 2.103 -0.927 2.041 0.37
H 0.195 -0.769 4.047 0.22
H -1.303 0.922 3.654 0.48
H -1.812 2.053 1.104 0.26
H -1.693 1.263 -1.252 0.23
```

***

Record 4
Molecular formula: C5H8N2
Method: DFT, wB97M-V/def2-TZVPD

Computed properties:
Charge = 0
ΔE to the lowest compared entry with this formula, charge and spin = 80.29 kJ/mol
SMILES = Cn1ccc(N)c1
E_HOMO = -7.438 eV
Orbital gap = 8.53 eV

```
15
Properties=species:S:1:pos:R:3:mulliken_charge:R:1
C 2.304 0.239 0.120 -0.86
N 0.909 -0.026 -0.165 0.18
C 0.376 -1.282 -0.058 -0.41
C -0.966 -1.180 0.174 -0.70
C -1.294 0.206 0.113 0.77
N -2.591 0.747 0.215 -0.57
C -0.120 0.896 -0.086 -0.80
H 2.847 -0.696 -0.029 0.32
H 2.698 1.007 -0.551 0.30
H 2.467 0.544 1.166 0.28
H 0.963 -2.082 -0.498 0.33
H -1.662 -1.985 0.371 0.34
H -3.312 0.094 -0.070 0.25
H -2.680 1.589 -0.340 0.24
H 0.062 1.927 -0.363 0.32
```

***

Record 5
Molecular formula: C4H9NO
Method: DFT, wB97M-V/def2-TZVPD

Computed properties:
Charge = 0
ΔE to the lowest compared entry with this formula, charge and spin = 63.05 kJ/mol
SMILES = CCN(C)C=O
E_HOMO = -9.340 eV
Orbital gap = 10.23 eV

```
15
Properties=species:S:1:pos:R:3:mulliken_charge:R:1
C -0.682 0.219 -1.690 -0.97
C 0.127 0.845 -0.557 -0.62
N 0.386 -0.091 0.530 0.13
C -0.429 -0.027 1.722 -0.86
C 1.338 -1.043 0.355 0.15
O 2.020 -1.163 -0.646 -0.58
H -0.922 0.969 -2.452 0.32
H -1.622 -0.204 -1.319 0.27
H -0.099 -0.578 -2.159 0.30
H -0.398 1.706 -0.130 0.38
H 1.091 1.193 -0.939 0.31
H -1.493 -0.159 1.486 0.29
H -0.304 0.937 2.231 0.30
H -0.131 -0.821 2.413 0.30
H 1.441 -1.711 1.232 0.26
```

***

Record 6
Molecular formula: C2H6N2S
Method: DFT, wB97M-V/def2-TZVPD

Computed properties:
Charge = 0
ΔE to the lowest compared entry with this formula, charge and spin = 228.12 kJ/mol
<S²> = 2.006
Multiplicity = 3
E_HOMO (alpha / beta) = -6.305 / -8.570 eV
Orbital gap (alpha / beta) = 7.46 / 6.23 eV

```
11
Properties=species:S:1:pos:R:3:mulliken_charge:R:1
C -0.151 -1.148 0.288 0.09
C 0.244 -0.251 -0.747 -0.82
N -0.449 0.288 0.272 0.23
N -1.641 0.879 0.177 -0.73
S 3.057 0.160 -0.176 -0.18
H -1.065 -1.743 0.082 0.28
H 0.601 -1.429 0.980 0.15
H 0.416 -0.339 -1.739 0.37
H -1.674 1.237 -0.746 0.22
H -1.793 1.597 0.785 0.23
H 2.455 0.748 0.824 0.17
```

***

Record 7
Molecular formula: C6H16NS
Method: DFT, wB97M-V/def2-TZVPD

Computed properties:
Charge = +1
ΔE to the lowest compared entry with this formula, charge and spin = 97.17 kJ/mol
E_HOMO = -13.918 eV
Orbital gap = 10.10 eV

```
24
Properties=species:S:1:pos:R:3:mulliken_charge:R:1
C 0.053 1.885 2.066 -1.20
C -1.707 -0.540 0.746 -1.44
C 1.159 -1.838 -0.487 -1.00
C 0.952 -0.171 -2.227 -0.95
C 0.471 0.760 1.086 -0.69
C -0.677 0.385 0.210 0.90
N 0.278 -0.906 -1.175 -0.14
S -1.197 1.656 -0.846 -0.05
H -0.991 2.161 1.942 0.39
H 0.650 2.775 1.895 0.35
H 0.196 1.567 3.092 0.33
H -2.287 -0.007 1.505 0.36
H -1.256 -1.397 1.242 0.36
H -2.404 -0.886 -0.015 0.49
H 0.648 -2.300 0.355 0.30
H 1.486 -2.635 -1.160 0.36
H 2.042 -1.311 -0.135 0.41
H 1.737 0.451 -1.793 0.34
H 1.418 -0.860 -2.941 0.36
H 0.249 0.459 -2.772 0.37
H 0.806 -0.108 1.650 0.31
H 1.298 1.123 0.478 0.31
H -0.529 -1.405 -1.548 0.31
H -2.395 1.145 -1.167 0.22
```

***

Record 8
Molecular formula: C19H42AlNO2P3S
Method: DFT, wB97M-V/def2-TZVPD

Computed properties:
Charge = +3
ΔE to the lowest compared entry with this formula, charge and spin = 316.72 kJ/mol
E_HOMO (alpha / beta) = -15.846 / -15.846 eV
Orbital gap (alpha / beta) = 6.54 / 6.54 eV

```
69
Properties=species:S:1:pos:R:3:mulliken_charge:R:1
Al 1.281 -0.881 -0.022 0.43
P 2.617 0.943 1.189 1.05
P -0.630 -0.050 1.585 0.78
P -2.167 3.521 -2.772 0.92
H 1.474 -1.334 -3.222 0.39
C 1.345 -0.372 -2.724 -1.63
C 2.166 -0.058 -1.567 0.00
H 3.216 -0.440 -1.616 0.73
C 3.796 -0.058 2.149 -1.31
C 1.969 2.111 2.426 -1.27
C 3.689 2.039 0.194 -1.40
C -2.109 -1.075 1.252 -1.27
C -0.617 -0.278 3.412 -1.21
C -1.388 1.606 1.431 -1.09
C -2.570 4.371 -4.289 -1.05
C -1.296 4.602 -1.640 -1.05
C -3.630 2.821 -2.008 -1.00
H 1.296 0.452 -3.466 0.44
H 2.185 1.049 -1.554 0.14
H 4.573 -0.437 1.470 0.40
H 3.285 -0.900 2.643 0.16
H 4.243 0.607 2.900 0.49
H 1.237 1.623 3.086 0.16
H 1.502 2.963 1.907 0.30
H 2.832 2.460 3.017 0.58
H 4.416 1.433 -0.360 0.41
H 4.228 2.736 0.854 0.45
H 3.070 2.603 -0.518 0.37
H -2.797 -0.998 2.106 0.60
H -1.829 -2.129 1.132 0.24
H -2.620 -0.762 0.334 0.30
H -1.655 -0.325 3.757 0.52
H -0.117 0.547 3.927 0.49
H -0.107 -1.213 3.664 0.20
H -2.363 1.619 1.954 0.53
H -1.542 1.832 0.360 -0.12
H -0.732 2.371 1.876 0.50
H -3.239 5.214 -4.075 0.40
H -3.064 3.692 -4.995 0.37
H -1.658 4.756 -4.760 0.39
H -1.681 5.625 -1.769 0.39
H -0.222 4.578 -1.875 0.38
H -1.452 4.269 -0.605 0.35
H -4.520 3.364 -2.359 0.41
H -3.570 2.896 -0.916 0.39
H -3.726 1.758 -2.276 0.27
C -1.070 -1.039 -1.851 0.52
C -2.203 -1.547 -2.512 -0.95
C -2.519 -2.893 -2.350 -0.62
C -1.801 -3.684 -1.415 -0.52
C -0.709 -3.181 -0.762 -0.83
C -0.099 -1.937 -1.200 0.12
S -0.814 0.615 -2.004 -0.21
H -1.331 2.361 -3.044 0.06
H -2.796 -0.852 -3.103 0.55
H -3.343 -3.317 -2.903 0.49
H -2.141 -4.694 -1.181 0.48
H -0.161 -3.761 -0.029 0.07
H 0.700 -2.283 -1.904 0.71
N 1.523 -5.080 3.297 -0.18
C 1.307 -4.506 1.912 -0.81
C 1.704 -3.054 2.024 1.01
O 1.965 -2.600 3.135 -0.73
O 1.767 -2.371 0.914 -0.41
H 1.793 -4.278 3.920 0.34
H 2.240 -5.820 3.289 0.37
H 0.677 -5.525 3.659 0.38
H 1.941 -5.052 1.221 0.32
H 0.251 -4.653 1.652 0.32
```

***

Record 9
Molecular formula: C4H9N
Method: DFT, wB97M-V/def2-TZVPD

Computed properties:
Charge = -1
ΔE to the lowest compared entry with this formula, charge and spin = 261.06 kJ/mol
<S²> = 0.754
Multiplicity = 2
E_HOMO (alpha / beta) = 0.605 / -1.084 eV
Orbital gap (alpha / beta) = 2.40 / 4.08 eV

```
14
Properties=species:S:1:pos:R:3:mulliken_charge:R:1
C -2.485 -2.179 -2.001 -0.78
C -2.894 -1.331 -3.058 -0.79
H -2.843 -2.077 -0.973 0.16
H -1.930 -3.097 -2.168 0.13
H -3.959 -1.127 -3.263 0.14
H -2.257 -0.813 -3.779 0.15
C 1.999 1.359 0.901 -0.81
C 2.069 1.168 3.219 -0.28
N 1.981 0.590 2.109 -0.37
H 2.856 2.041 0.895 0.33
H 1.078 1.917 0.642 0.30
H 2.159 0.694 0.043 0.30
H 2.268 0.595 4.127 0.26
H 1.957 2.261 3.306 0.26
```

***

Record 10
Molecular formula: C31H31As2Cl2IMoN2O4
Method: DFT, wB97M-V/def2-TZVPD

Computed properties:
Charge = +2
E_HOMO (alpha / beta) = -14.005 / -14.019 eV
Orbital gap (alpha / beta) = 7.03 / 7.07 eV

```
74
Properties=species:S:1:pos:R:3:mulliken_charge:R:1
Mo 0.419 0.433 -0.229 -0.05
C 0.635 4.823 -0.697 -1.00
C 0.138 4.346 0.634 0.55
N -0.478 5.211 1.423 -0.60
C -0.910 4.831 2.624 -1.01
C -0.778 3.547 3.120 0.55
C -1.284 3.184 4.498 -0.83
O -0.254 2.667 5.326 -0.51
C -0.161 2.601 2.291 0.33
C 0.103 1.248 2.761 -0.81
N 0.359 0.262 1.980 1.02
C 0.897 -0.921 2.584 -0.23
C 0.075 -1.866 3.177 -0.24
C 0.634 -2.977 3.791 -0.92
C 2.011 -3.134 3.827 -0.57
C 2.840 -2.194 3.229 -0.59
C 2.279 -1.099 2.593 0.10
I 3.498 0.307 1.617 0.14
C 0.314 3.019 1.045 0.62
O 0.933 2.143 0.215 -0.68
H -0.005 5.626 -1.054 0.43
H 0.662 4.013 -1.427 -0.03
H 1.647 5.222 -0.600 0.33
H -1.398 5.597 3.217 0.40
H -2.038 2.398 4.429 0.33
H -1.767 4.053 4.948 0.45
H 0.244 3.391 5.719 0.32
H 0.174 1.107 3.838 0.83
H -0.999 -1.719 3.163 0.60
H -0.009 -3.711 4.258 0.47
H 2.450 -3.989 4.323 0.45
H 3.915 -2.314 3.258 0.46
Cl -6.411 -1.905 1.307 -0.16
C -4.787 -1.617 0.834 -0.10
C -3.896 -2.680 0.719 -0.47
C -2.585 -2.462 0.334 0.40
Cl -1.529 -3.810 0.165 -0.23
C -2.113 -1.175 0.073 -0.66
O -0.852 -0.972 -0.320 0.91
C -3.026 -0.114 0.187 1.05
C -2.618 1.224 -0.116 -0.42
O -1.458 1.588 -0.328 -0.35
C -4.356 -0.341 0.554 -1.07
H -4.228 -3.690 0.921 0.54
H -3.400 1.991 -0.175 0.41
H -5.045 0.493 0.622 0.51
C 2.039 -3.306 -0.162 -0.96
As 1.877 -1.633 -1.116 1.23
C 3.696 -1.349 -1.735 -1.14
C 0.971 -2.070 -2.776 0.46
C 0.927 -3.381 -3.232 -0.64
C 0.342 -3.676 -4.456 -0.81
C -0.193 -2.661 -5.236 -0.75
C -0.153 -1.349 -4.788 -0.75
C 0.422 -1.049 -3.559 -0.23
As 0.427 0.755 -2.865 1.32
C -1.134 1.608 -3.624 -1.52
C 1.909 1.677 -3.709 -1.03
H 2.703 -3.979 -0.703 0.54
H 1.056 -3.752 -0.054 0.14
H 2.456 -3.109 0.822 0.16
H 3.916 -2.085 -2.507 0.43
H 4.384 -1.472 -0.902 0.44
H 3.814 -0.349 -2.145 0.29
H 1.345 -4.184 -2.639 0.39
H 0.306 -4.701 -4.800 0.45
H -0.643 -2.890 -6.193 0.44
H -0.578 -0.564 -5.403 0.41
H -1.017 1.739 -4.698 0.56
H -1.260 2.583 -3.157 0.39
H -2.011 0.994 -3.424 0.40
H 1.861 1.549 -4.789 0.43
H 2.853 1.284 -3.342 0.30
H 1.842 2.736 -3.466 0.38
```

***

Record 11
Molecular formula: C30H27FHgN4O13S2
Method: DFT, wB97M-V/def2-TZVPD

Computed properties:
Charge = -1
<S²> = 0.751
Multiplicity = 2
E_HOMO (alpha / beta) = -1.900 / -6.243 eV
Orbital gap (alpha / beta) = 3.57 / 7.92 eV

```
78
Properties=species:S:1:pos:R:3:mulliken_charge:R:1
Hg 1.597 -1.659 -2.181 2.98
O 2.590 2.449 -2.722 -0.50
C 2.566 1.668 -1.646 -0.05
O 1.785 1.771 -0.739 -0.59
C 3.766 0.759 -1.638 0.61
C 5.026 1.293 -1.411 -0.80
C 6.109 0.428 -1.390 -0.55
C 5.889 -0.921 -1.581 -0.95
C 4.601 -1.373 -1.845 0.67
N 3.551 -0.529 -1.874 0.18
C 4.311 -2.788 -2.221 0.35
O 5.248 -3.700 -1.865 -0.58
O 3.370 -3.128 -2.882 -0.46
H 1.708 2.801 -2.914 0.41
H 5.152 2.350 -1.235 0.53
H 7.109 0.807 -1.231 0.43
H 6.715 -1.619 -1.574 0.51
H 5.562 -3.491 -0.974 0.37
F -2.005 2.948 0.840 -0.34
C -1.502 1.887 1.529 0.44
C -0.907 0.888 0.812 -1.24
C -0.357 -0.210 1.481 0.31
C 0.378 -1.203 0.710 1.25
O 0.361 -1.156 -0.524 -0.42
C 1.122 -2.161 1.505 -0.07
C 0.902 -2.231 2.834 -0.61
N 0.048 -1.404 3.519 0.28
C -0.250 -1.670 4.893 -0.40
C -0.715 -3.043 5.271 -0.84
C -1.683 -1.899 5.286 -0.45
C -0.468 -0.291 2.878 -0.61
C -1.080 0.741 3.582 -0.30
C -1.601 1.860 2.923 -0.20
N -2.206 2.845 3.759 0.21
C -3.344 2.388 4.535 -0.74
C -4.626 2.432 3.701 -1.50
N -4.870 3.857 3.335 -0.84
C -3.734 4.430 2.555 -1.84
C -2.406 4.204 3.303 -1.03
C 2.277 -3.000 0.917 -0.40
O 2.769 -3.857 1.659 -0.81
O 2.673 -2.663 -0.233 -0.47
H -0.823 0.916 -0.266 0.67
H 1.444 -2.961 3.420 0.61
H 0.381 -1.143 5.604 0.42
H -0.378 -3.449 6.214 0.27
H -0.814 -3.775 4.482 0.31
H -2.019 -1.512 6.239 0.28
H -2.426 -1.868 4.502 0.24
H -1.123 0.721 4.660 0.87
H -3.466 3.025 5.416 0.39
H -3.162 1.366 4.864 0.32
H -5.492 2.060 4.251 0.90
H -4.480 1.849 2.792 0.20
H -4.973 4.405 4.227 0.81
H -5.755 3.953 2.786 1.04
H -3.913 5.498 2.415 0.41
H -3.704 3.939 1.590 0.63
H -2.387 4.862 4.180 0.56
H -1.587 4.487 2.644 0.44
O -1.646 -1.235 -2.665 -0.71
S -1.142 -2.318 -3.473 1.58
O -2.068 -3.428 -3.590 -0.81
O 0.224 -2.806 -3.136 -0.92
C -1.014 -1.649 -5.152 -0.02
C -1.986 -2.097 -6.039 -0.67
C -2.025 -1.635 -7.342 -0.52
C -1.075 -0.723 -7.778 -0.59
C -0.098 -0.280 -6.905 -0.81
C -0.069 -0.718 -5.585 0.01
S 1.291 -0.017 -4.614 1.78
O 1.477 1.298 -5.207 -0.82
O 0.883 0.096 -3.195 -0.79
O 2.408 -0.922 -4.800 -0.75
H -2.689 -2.825 -5.662 0.53
H -2.792 -1.991 -8.018 0.37
H -1.100 -0.358 -8.797 0.37
H 0.665 0.423 -7.209 0.48
```

***

Record 12
Molecular formula: C9H16OSi2
Method: DFT, wB97M-V/def2-TZVPD

Computed properties:
Charge = 0
ΔE to the lowest compared entry with this formula, charge and spin = 438.39 kJ/mol
E_HOMO = -8.389 eV
Orbital gap = 8.80 eV

```
28
Properties=species:S:1:pos:R:3:mulliken_charge:R:1
C -2.194 1.320 -0.197 -0.54
C -1.032 1.889 0.104 -0.82
C -2.481 -0.089 -0.181 1.16
C 0.243 1.246 0.303 1.52
C -1.591 -1.024 0.141 -0.03
C 0.409 -0.070 0.430 -0.23
C -3.969 -0.256 -0.247 -1.48
C 1.414 2.159 0.462 -1.82
C -1.543 -2.518 0.106 -1.44
O 3.240 -0.666 0.192 0.14
Si 4.513 0.103 -0.449 0.32
Si 1.746 -1.342 0.406 0.07
H -2.935 2.067 -0.302 0.31
H -1.156 2.892 0.091 0.35
H -4.322 0.095 -1.356 0.26
H -4.231 -1.356 -0.110 0.29
H -4.335 0.319 0.471 0.43
H 2.132 2.017 -0.297 0.23
H 1.136 3.189 0.421 0.39
H 1.831 2.058 1.345 0.52
H -0.943 -2.851 0.809 0.44
H -2.642 -3.006 0.212 0.34
H -1.240 -2.873 -1.000 0.21
H 5.892 -0.432 -0.701 -0.13
H 4.619 1.392 0.227 -0.14
H 3.989 0.299 -1.759 -0.16
H 2.126 -2.240 1.694 -0.09
H 1.325 -2.322 -0.815 -0.10
```